Entry 1:
The following is a DFT calculation (the ωB97M-V functional and the def2-TZVPD basis) of one molecule with the formula C14H20N2O3.

Cartesian coordinates (Å):
1 C 0.1485 3.8672 -4.9915
2 C -0.7474 2.6488 -4.7767
3 O -1.1749 2.4582 -3.4471
4 C -0.1786 2.0631 -2.5253
5 C 0.2474 3.2099 -1.6011
6 H 0.6261 4.0425 -2.1938
7 H -0.6303 3.5618 -1.0544
8 C 1.3375 2.7661 -0.6238
9 N 0.9062 1.6826 0.2257
10 C 1.3327 0.4080 0.0442
11 O 2.1886 0.1146 -0.7685
12 C 0.7053 -0.6000 0.9452
13 C 1.4698 -1.6949 1.3390
14 C 0.9526 -2.6709 2.1655
15 C -0.3666 -2.5763 2.6032
16 C -1.1468 -1.4968 2.1873
17 C -0.6174 -0.5183 1.3711
18 H -1.2562 0.2901 1.0439
19 H -2.1786 -1.4295 2.5052
20 N -0.9613 -3.5233 3.4379
21 C -0.4122 -4.6411 4.0064
22 O 0.7335 -4.9925 3.8615
23 C -1.4160 -5.3996 4.8513
24 H -1.8044 -4.7615 5.6424
25 H -2.2449 -5.7396 4.2336
26 H -0.9267 -6.2613 5.2953
27 H -1.9332 -3.3414 3.6491
28 H 1.5573 -3.5073 2.4723
29 H 2.4859 -1.7650 0.9825
30 H 0.1807 1.8751 0.8965
31 H 1.6444 3.6125 -0.0008
32 H 2.2052 2.3940 -1.1743
33 H 0.6960 1.6545 -3.0438
34 H -0.6160 1.2581 -1.9227
35 H -0.2314 1.7461 -5.1375
36 H -1.6746 2.7691 -5.3436
37 H 0.3170 4.0063 -6.0562
38 H 1.1122 3.7326 -4.5061
39 H -0.3296 4.7582 -4.5918

* energy above the lowest of the compared OMol25 structures with the same formula, charge and spin: 1.0668 eV
* electronic energy: -880.73759 a.u.
* E_LUMO: 0.0215 Ha
* HOMO: -8.699 eV
* M: 264.32 g mol⁻¹
* SMILES: CCOCCCNC(=O)c1ccc(NC(C)=O)cc1
* Kohn-Sham gap: 9.3 eV

***

Entry 2:
The following is a DFT calculation (the ωB97M-V functional and the def2-TZVPD basis) of an isolated ion of composition C3H2IN2 and charge +1.

Cartesian coordinates (Å):
1 C -1.0051 -0.3558 0.0767
2 C 1.1668 0.4689 0.0156
3 C 0.3998 -0.6746 0.3426
4 N 0.3287 1.3546 -0.5562
5 N -0.8184 0.9031 -0.4907
6 I -3.1578 -0.6269 0.1027
7 H 2.1812 0.6290 0.0507
8 H 0.9047 -1.6984 0.4586

* energy above the lowest of the compared OMol25 structures with the same formula, charge and spin: 2.7777 eV
* electronic energy: -522.21299 a.u.
* E_LUMO (alpha / beta): -0.3452 / -0.3484 Ha
* HOMO (alpha / beta): -15.341 / -15.315 eV
* M: 192.97 g mol⁻¹
* SMILES: IC1=CC=[N+]=N1
* Kohn-Sham gap (alpha / beta): 5.9 / 5.8 eV
* total charge: +1

***

Entry 3:
The following is a DFT calculation (the ωB97M-V functional and the def2-TZVPD basis) of C35H33ClMnN4Si2 as an isolated structure.

Cartesian coordinates (Å):
1 C 3.6530 2.1028 -1.7716
2 C 3.7867 0.6835 -1.7748
3 C 2.6860 0.1375 -2.5446
4 H 4.6809 0.1326 -1.4607
5 C 1.8125 1.2517 -2.9054
6 C 2.4619 2.4517 -2.4371
7 H 2.1451 3.4679 -2.6294
8 H 4.4089 2.8271 -1.4782
9 H 2.6109 -0.8748 -2.9365
10 H 0.9743 1.2179 -3.5964
11 Mn 1.2726 0.5968 -0.8902
12 Si -0.4580 -1.2628 -1.0198
13 C -0.5893 -2.6182 0.3371
14 C -1.8348 -3.0044 0.8380
15 H -2.7384 -2.4580 0.5438
16 C -1.9536 -4.0770 1.7244
17 H -2.9323 -4.3114 2.1472
18 C -0.8348 -4.8227 2.0721
19 H -0.9290 -5.6880 2.7314
20 C 0.4125 -4.4549 1.5726
21 H 1.2987 -5.0187 1.8532
22 C 0.5393 -3.3464 0.7257
23 H 1.5258 -3.0560 0.3530
24 C -1.5914 -2.3096 -2.2157
25 C -1.1960 -3.4766 -2.8882
26 H -0.1370 -3.7279 -2.9525
27 C -2.1551 -4.3325 -3.4537
28 H -1.8302 -5.2264 -3.9823
29 C -3.5184 -4.0634 -3.3334
30 H -4.2660 -4.7601 -3.7037
31 C -3.9245 -2.8810 -2.7251
32 H -4.9755 -2.6182 -2.6337
33 C -2.9579 -2.0059 -2.2229
34 H -3.2959 -1.0519 -1.8221
35 H 0.9651 -1.2702 -1.4895
36 Si -2.8495 0.0939 1.9236
37 C -2.8086 0.4093 0.0989
38 C -1.6034 0.3386 -0.8059
39 H -0.8066 0.9648 -0.2699
40 C -1.8387 0.8613 -2.1741
41 H -0.9978 0.8129 -2.8770
42 C -3.0137 1.4563 -2.5609
43 H -3.1236 1.8654 -3.5824
44 C -4.0908 1.5685 -1.6539
45 H -4.9953 2.0912 -1.9708
46 C -3.9879 0.9965 -0.3828
47 H -4.8651 1.0487 0.2715
48 C -1.2604 -0.4222 2.7655
49 C 0.0735 -0.0503 2.4593
50 H 0.2450 0.8108 1.8011
51 C 1.1342 -0.7776 3.0085
52 H 2.1603 -0.5690 2.7331
53 C 0.9152 -1.8053 3.9263
54 H 1.7647 -2.3800 4.3119
55 C -0.3908 -2.0937 4.3268
56 H -0.5659 -2.8999 5.0338
57 C -1.4641 -1.3762 3.7936
58 H -2.4872 -1.5596 4.1373
59 H -3.3739 1.2309 2.5607
60 Cl 0.2058 2.7058 -0.4888
61 N 3.6646 3.2983 2.2225
62 C 4.0579 2.0349 2.6188
63 C 3.5069 1.1740 1.7000
64 N 2.7267 1.8824 0.8043
65 C 2.9008 3.1865 1.0993
66 C 2.4866 4.4338 0.4669
67 N 2.5394 4.7909 -0.8156
68 C 2.0305 6.0632 -0.9003
69 C 1.7028 6.5264 0.3584
70 N 1.9928 5.4836 1.2196
71 H 3.9704 4.1694 2.6356
72 H 4.6626 1.8489 3.4771
73 H 3.6399 0.1013 1.6430
74 H 1.9106 6.5743 -1.8425
75 H 1.3030 7.4750 0.6704
76 H 1.8133 5.4834 2.2261

* energy above the lowest of the compared OMol25 structures with the same formula, charge and spin: 5.7989 eV
* electronic energy: -3762.54529 a.u.
* E_LUMO (alpha / beta): -0.0267 / -0.0286 Ha
* HOMO (alpha / beta): -6.239 / -6.241 eV
* M: 656.24 g mol⁻¹
* <S²>: 8.772
* 2S+1: 6
* Kohn-Sham gap (alpha / beta): 5.5 / 5.5 eV

***

Entry 4:
The following is a DFT calculation (the ωB97M-V functional and the def2-TZVPD basis) of a 2-piece molecular cluster, C21H46FN7O2P overall.

Cartesian coordinates (Å):
1 C 1.4152 3.3402 1.6580
2 C 1.1709 1.8613 2.0124
3 O 0.0035 1.3744 1.3374
4 N 0.3483 0.2922 0.4950
5 C 0.9582 0.9095 -0.7057
6 C 0.5891 0.3466 -2.0697
7 N 0.3486 -1.1197 -1.9964
8 P 1.8234 -2.1072 -1.5931
9 C 1.8600 -3.6796 -2.5753
10 C 3.3501 -1.1559 -1.9128
11 C -0.8514 -1.3414 -1.0943
12 C -1.1064 -2.8384 -0.9996
13 C -2.5515 -3.1586 -0.6904
14 F -3.2909 -2.7920 -1.8196
15 C -0.8180 -0.5731 0.2871
16 C -2.1583 0.1803 0.4738
17 C -2.4486 1.3035 -0.5440
18 C -3.6416 0.9777 -1.4547
19 C -4.9612 0.8584 -0.6679
20 N -6.0520 1.3370 -1.5431
21 C -7.2866 1.4728 -0.8011
22 N -7.8016 2.5844 -0.5898
23 N -7.9766 0.3078 -0.3147
24 N -0.8802 -1.5961 1.3773
25 C 0.0822 -1.7275 2.2134
26 C 1.3849 -2.4627 2.0202
27 C -0.0890 -1.1564 3.6037
28 H 0.6824 3.6849 0.9311
29 H 2.3905 3.4664 1.1923
30 H 1.2965 3.9644 2.5384
31 H 0.9783 1.8056 3.0849
32 H 2.0433 1.2393 1.8172
33 H 0.7190 1.9725 -0.7365
34 H 2.0418 0.8608 -0.5827
35 H -0.2885 0.7904 -2.5347
36 H 1.4155 0.5459 -2.7475
37 H 0.0443 -1.4017 -2.9330
38 H 2.0179 -4.4801 -1.8593
39 H 2.7483 -3.6588 -3.2044
40 H 0.9582 -3.8434 -3.1589
41 H 3.3282 -0.5389 -2.8183
42 H 3.5918 -0.5127 -1.0626
43 H 4.1799 -1.8476 -2.0502
44 H -1.7002 -0.9426 -1.6516
45 H -0.9587 -3.2329 -2.0144
46 H -0.4109 -3.3798 -0.3660
47 H -2.9349 -2.5879 0.1510
48 H -2.7051 -4.2210 -0.5167
49 H -2.9156 -0.5903 0.3232
50 H -2.2724 0.4783 1.5047
51 H -2.7578 2.1804 0.0276
52 H -1.5944 1.6248 -1.1379
53 H -3.7598 1.7664 -2.1958
54 H -3.5032 0.0254 -1.9798
55 H -5.1629 -0.1951 -0.4356
56 H -4.9186 1.4291 0.2578
57 H -6.2024 0.6846 -2.3083
58 H -7.2001 3.2885 -1.0221
59 H -7.4487 -0.0739 0.4693
60 H -7.9506 -0.4223 -1.0252
61 H 1.5587 -3.0624 2.9125
62 H 1.2725 -3.1168 1.1650
63 H 2.1995 -1.7600 1.8353
64 H 0.8782 -0.7212 3.8798
65 H -0.2659 -1.9438 4.3389
66 H -0.8446 -0.3814 3.6241
67 C 5.0887 2.2162 -0.0910
68 C 5.0937 1.0595 0.8778
69 O 4.3415 0.0927 0.7446
70 N 5.9559 1.1098 1.9109
71 C 6.9147 2.1541 2.2368
72 H 4.3457 2.0304 -0.8628
73 H 4.8309 3.1430 0.4225
74 H 6.0639 2.3194 -0.5672
75 H 5.9054 0.3045 2.5171
76 H 7.9179 1.7280 2.2460
77 H 6.6928 2.5459 3.2295
78 H 6.8794 2.9653 1.5182

* electronic energy: -1802.34738 a.u.
* E_LUMO: -0.0899 Ha
* HOMO: -10.153 eV
* M: 478.62 g mol⁻¹
* Kohn-Sham gap: 7.7 eV
* total charge: +1

***

Entry 5:
The following is a DFT calculation (the ωB97M-V functional and the def2-TZVPD basis) of a 2-piece molecular cluster, C5H5NO2 overall.

Cartesian coordinates (Å):
1 C -2.7829 1.3855 0.6996
2 C -1.4525 -1.3084 -0.0635
3 C 1.2607 0.3760 0.7444
4 C 1.6708 -0.5790 -0.3858
5 C 0.3823 0.2805 -0.4779
6 N -0.9130 -0.2984 -0.4524
7 O -2.7446 1.8941 -0.3121
8 O -2.2089 -2.1636 0.2074
9 H 0.9986 -0.2266 1.5503
10 H 1.6828 1.3578 1.0120
11 H 2.3889 -0.1082 -0.9251
12 H 1.4628 -1.6710 -0.5014
13 H 0.2551 1.0613 -1.0957

* energy above the lowest of the compared OMol25 structures with the same formula, charge and spin: 2.5075 eV
* electronic energy: -398.68633 a.u.
* E_LUMO: 0.0311 Ha
* HOMO: -9.588 eV
* M: 111.10 g mol⁻¹
* Kohn-Sham gap: 10.4 eV

***

Entry 6:
The following is a DFT calculation (the ωB97M-V functional and the def2-TZVPD basis) of C23H33N4O4 as an isolated structure.

Cartesian coordinates (Å):
1 C 5.7046 -3.6960 -3.9847
2 H 4.9414 -4.1132 -4.5526
3 H 5.8501 -2.6356 -4.5635
4 H 6.6597 -4.1977 -3.9424
5 C 5.3761 -3.1965 -2.5861
6 C 4.0259 -2.5946 -2.7136
7 H 4.2578 -1.7986 -3.2199
8 H 3.2302 -3.0042 -3.4099
9 N 3.3653 -2.0796 -1.5687
10 H 2.4064 -1.6834 -1.7031
11 C 4.0064 -1.1925 -0.8892
12 C 4.2218 0.2897 -1.5289
13 H 5.2122 0.9066 -0.8568
14 H 4.2540 0.1760 -2.4686
15 C 3.0207 1.2450 -1.1179
16 N 1.8221 0.3380 -1.5367
17 C 0.5807 0.7206 -1.0369
18 C 0.2020 1.7169 -0.3036
19 C -1.2628 2.1439 -0.0544
20 C -2.2287 1.1090 -0.4623
21 C -1.8106 0.2062 -1.3359
22 C -0.5824 -0.3384 -1.6734
23 N -0.4023 -1.3861 -2.3867
24 O 0.8211 -1.8064 -2.6069
25 O -1.2724 -1.8760 -2.8336
26 H -2.7255 -0.4311 -1.6250
27 C -3.5000 1.5988 -0.1147
28 O -4.5428 1.5087 -1.2709
29 N -3.9440 1.9058 1.0039
30 C -3.3094 1.9823 2.2668
31 C -2.4868 1.0189 2.4274
32 C -1.6986 1.1088 3.6876
33 C -2.0450 2.0366 4.6475
34 C -2.7734 3.0866 4.3983
35 C -3.4615 3.0286 3.1237
36 H -4.3977 3.8016 2.7583
37 O -3.1607 4.2664 5.0601
38 C -2.7070 3.9592 6.5200
39 H -3.0482 5.0552 6.8330
40 H -2.9232 3.1592 6.9139
41 H -1.5704 4.1932 6.5281
42 H -1.5120 1.7447 5.5801
43 H -1.0182 0.1438 4.0017
44 H -2.1484 0.1268 1.9331
45 H -4.8803 2.4089 0.8691
46 H -1.4181 3.0121 0.7272
47 H 0.9488 2.4921 0.1165
48 H 1.8929 0.1790 -2.3292
49 H 2.7989 1.3564 -0.0832
50 H 3.1334 2.0133 -1.6073
51 H 3.6344 -0.9748 0.2262
52 H 5.0896 -1.4724 -0.6450
53 C 2.8599 -3.1085 -0.5856
54 C 2.1026 -4.3723 -1.1341
55 C 1.4906 -5.3236 -0.0681
56 H 0.7917 -6.2222 -0.6682
57 H 2.4346 -5.7418 0.3073
58 H 0.9570 -4.8631 0.4596
59 H 1.2017 -3.8642 -1.8404
60 H 2.5166 -5.0722 -1.7799
61 H 2.4910 -2.7747 0.3123
62 H 3.8708 -3.7785 -0.1695
63 H 5.0106 -4.2279 -2.1594
64 H 6.0707 -2.9871 -2.1013

* energy above the lowest of the compared OMol25 structures with the same formula, charge and spin: 23.5078 eV
* electronic energy: -1415.05777 a.u.
* E_LUMO: -0.1568 Ha
* HOMO: -10.821 eV
* M: 429.54 g mol⁻¹
* Kohn-Sham gap: 6.6 eV
* total charge: +1